# C33H35GeMnS5Sb2

A structure of composition C33H35GeMnS5Sb2 (the ωB97M-V functional and the def2-TZVPD basis, OMol25).

ORCA input file:
```
! RIJCOSX wB97M-V def2-TZVPD def2/J DEFGRID3
* xyz 2 1
Mn 0.03043 -0.03703 0.34232
S -2.09294 -1.64347 -6.27352
C -1.56119 -1.22643 -4.79668
S -0.18435 -1.98868 -4.03333
C -0.23990 -1.05570 -2.59283
C -1.25713 -0.11800 -2.49456
S -1.40938 0.80726 -1.05886
S -2.31806 0.02529 -3.83776
S 0.86631 -1.22560 -1.30246
C 2.17319 -2.42343 3.24786
Sb 1.94381 -0.89346 1.78725
C 3.60798 -1.39014 0.53632
C 2.86371 0.81587 2.82900
C 2.25737 0.93662 4.18274
C 2.78519 0.18433 5.23511
C 2.21088 0.19950 6.49308
C 1.07930 0.97157 6.72021
C 0.55983 1.74281 5.69648
C 1.14302 1.75672 4.42755
C 0.61489 2.68800 3.39477
Sb -0.74022 1.81768 1.91667
C -2.56568 1.99099 3.00674
C -0.98928 3.57429 0.71904
H 3.24291 -2.60889 3.33433
H 1.66516 -3.32884 2.92204
H 1.76778 -2.09770 4.20206
H 4.50520 -1.35257 1.15097
H 3.69214 -0.68325 -0.28587
H 3.48453 -2.39554 0.13680
H 2.73759 1.69231 2.19729
H 3.91929 0.55107 2.86952
H 3.67811 -0.40409 5.05510
H 2.64817 -0.38057 7.29476
H 0.62109 0.99157 7.70037
H -0.29405 2.38442 5.88533
H 1.39694 3.17365 2.81174
H -0.01045 3.46018 3.84202
H -2.67322 3.04771 3.24711
H -2.54272 1.39914 3.91900
H -3.39529 1.66718 2.38279
H -1.02268 4.42483 1.39808
H -1.93123 3.49667 0.17957
H -0.17670 3.70466 0.00821
C -0.62203 -3.29988 5.42449
C -0.90153 -4.17576 4.38514
C -1.13188 -3.69401 3.10350
C -1.08425 -2.32389 2.85231
C -0.78229 -1.45556 3.90094
C -0.55975 -1.93367 5.18298
Ge -1.59834 -1.68335 1.05207
C -1.58879 -3.26499 -0.12383
C -0.42283 -4.01847 -0.27161
C -0.42015 -5.17205 -1.03802
C -1.58938 -5.58398 -1.66686
C -2.75583 -4.85150 -1.51390
C -2.75993 -3.69496 -0.74210
C -3.45594 -1.02626 1.17888
C -4.06524 -0.95955 2.42970
C -5.39053 -0.55926 2.54156
C -6.11451 -0.22016 1.40928
C -5.52257 -0.30616 0.15534
C -4.20107 -0.70822 0.04447
H -0.45759 -3.68248 6.42317
H -0.94216 -5.24050 4.57449
H -1.35810 -4.38318 2.29850
H -0.71786 -0.38631 3.72658
H -0.33870 -1.24138 5.98493
H 0.48681 -3.71179 0.23495
H 0.48559 -5.75662 -1.13676
H -1.59419 -6.48750 -2.26229
H -3.67195 -5.18026 -1.98724
H -3.67919 -3.13940 -0.60488
H -3.50972 -1.23633 3.31867
H -5.85857 -0.51307 3.51633
H -7.14510 0.09701 1.49819
H -6.08903 -0.07189 -0.73670
H -3.76290 -0.80714 -0.94102
*
```

calculated total energy = -6977.157889 a.u.
HOMO energy (spin up / spin down) = -0.49432 / -0.49433 hartree
E_LUMO (spin up / spin down) = -8.8902 / -8.8857 eV


# C33H35N3O2PdS6Sb

A structure of composition C33H35N3O2PdS6Sb (the ωB97M-V functional and the def2-TZVPD basis, OMol25).

ORCA input file:
```
! RIJCOSX wB97M-V def2-TZVPD def2/J DEFGRID3
* xyz 1 1
Pd 0.40440 0.12535 -1.64599
C -1.15811 0.54537 -4.81657
C -0.49770 1.87001 -4.44081
S 0.51990 2.00816 -2.92486
C 2.20999 1.94720 -3.59028
C 2.59909 0.66298 -4.30206
S 2.36164 -0.79394 -3.23739
C 1.73596 -2.02862 -4.40018
C 0.25538 -1.94616 -4.73966
S -0.22616 -0.59972 -5.86546
H -2.04889 0.79623 -5.39480
H -1.49138 0.00325 -3.93532
H -1.27706 2.61787 -4.28633
H 0.13972 2.23629 -5.24730
H 2.84192 2.14026 -2.72314
H 2.29985 2.80497 -4.25951
H 3.65272 0.72776 -4.57742
H 2.01126 0.52754 -5.20618
H 1.93257 -2.97902 -3.90011
H 2.35832 -2.00318 -5.29576
H -0.34183 -1.86786 -3.83021
H -0.03575 -2.86915 -5.24391
N -1.10817 -7.73298 1.39430
C -0.67814 -6.44266 1.24146
C 0.05039 -6.06681 0.10106
C 0.45536 -4.76307 -0.06996
C 0.13246 -3.80389 0.88778
C -0.58720 -4.16033 2.02231
C -0.98892 -5.46847 2.19885
S 0.67289 -2.15556 0.68361
O 0.01193 -1.35305 1.68526
O 2.09920 -2.09946 0.57086
N 0.09542 -1.77408 -0.82388
C -1.26261 -1.63012 -1.00349
S -2.59871 -2.47781 -0.33015
C -3.65971 -1.39359 -1.16073
C -2.96741 -0.47801 -1.86862
N -1.60111 -0.64076 -1.81247
H -0.70520 -8.45053 0.81888
H -1.44036 -8.03027 2.29424
H 0.29562 -6.81345 -0.64420
H 1.02754 -4.47936 -0.94416
H -0.83034 -3.40448 2.75721
H -1.55049 -5.74782 3.08183
H -4.72959 -1.49414 -1.08303
H -3.39152 0.31149 -2.46924
S 2.10253 1.34856 -0.29061
Sb 0.80374 1.94427 1.50555
C 1.14747 3.96884 1.93665
C 0.18760 4.69113 2.63887
C 0.43210 6.01751 2.96424
C 1.62711 6.61485 2.58744
C 2.58003 5.89333 1.88190
C 2.34235 4.56641 1.55327
C 1.24977 0.87320 3.24265
C 2.33685 0.01128 3.24479
C 2.64418 -0.68135 4.40734
C 1.87030 -0.50949 5.54617
C 0.78730 0.35960 5.53650
C 0.47436 1.06072 4.38173
C -1.25790 1.90494 1.11414
C -1.75428 2.83077 0.19877
C -3.12046 2.90617 -0.02837
C -3.98368 2.06388 0.66032
C -3.48476 1.13536 1.56199
C -2.11780 1.04911 1.79338
H -0.75338 4.23353 2.92439
H -0.31086 6.58436 3.50968
H 1.81519 7.64939 2.84275
H 3.50882 6.36367 1.58678
H 3.08269 4.00474 0.99502
H 2.91820 -0.14672 2.34485
H 3.48587 -1.36113 4.41801
H 2.11292 -1.05411 6.44935
H 0.18898 0.49456 6.42809
H -0.36818 1.74379 4.38075
H -1.08299 3.50556 -0.32212
H -3.51248 3.63431 -0.72741
H -5.05112 2.13409 0.49298
H -4.15968 0.47659 2.09323
H -1.72795 0.31192 2.48246
*
```

calculated total energy = -4350.312033 a.u.
HOMO energy = -0.38172 hartree
E_LUMO = -3.4023 eV


# C33H35N3O2PdS6Sb

A structure of composition C33H35N3O2PdS6Sb (the ωB97M-V functional and the def2-TZVPD basis, OMol25).

ORCA input file:
```
! RIJCOSX wB97M-V def2-TZVPD def2/J DEFGRID3
* xyz 1 1
Pd -0.75837 0.39250 1.52446
C 1.34174 -3.36117 1.91802
C 1.75040 -2.21707 2.84217
S 0.94231 -0.59148 2.88800
C -0.22899 -0.73905 4.24731
C -1.34481 -1.72638 4.00293
S -2.25070 -1.45561 2.44474
C -1.54944 -2.58555 1.19621
C -1.39556 -4.05977 1.50822
S 0.04231 -4.47046 2.53558
H 2.21807 -3.99943 1.80551
H 1.10995 -2.99739 0.92126
H 2.77585 -1.93252 2.60140
H 1.74180 -2.53819 3.88544
H -0.60531 0.27813 4.35298
H 0.31859 -0.96296 5.16652
H -2.08838 -1.63842 4.79715
H -0.99338 -2.75589 3.99330
H -0.60690 -2.18798 0.84344
H -2.26625 -2.44836 0.38189
H -1.31364 -4.59529 0.56012
H -2.25936 -4.47048 2.03326
N 0.78976 8.74829 2.97727
C 0.80126 7.37852 3.08459
C 0.17856 6.74875 4.16681
C 0.16327 5.37211 4.26023
C 0.77178 4.60453 3.27141
C 1.39726 5.22123 2.18192
C 1.40551 6.59298 2.08979
S 0.77438 2.88183 3.39634
O 0.18574 2.53106 4.66505
O 2.05588 2.37474 3.01739
N -0.21898 2.43027 2.15993
C -1.56145 2.59550 2.23851
S -2.55201 3.58282 3.23889
C -3.94597 2.84416 2.50337
C -3.60343 1.90539 1.60919
N -2.22970 1.78693 1.43628
H 0.56186 9.28983 3.79195
H 1.43361 9.18332 2.34059
H -0.28943 7.34857 4.93880
H -0.30156 4.88400 5.10736
H 1.87872 4.62010 1.42086
H 1.88707 7.07756 1.24826
H -4.94409 3.17226 2.74829
H -4.27825 1.31157 1.01345
S -0.05032 0.47651 -0.90613
Sb 0.13598 -1.06348 -2.56346
C -1.66298 -1.75011 -3.34661
C -2.21078 -1.11477 -4.46105
C -3.38794 -1.59420 -5.02207
C -4.02148 -2.69731 -4.46997
C -3.49731 -3.31214 -3.34006
C -2.32062 -2.84039 -2.77598
C 1.32234 -2.74785 -2.17464
C 0.86531 -3.83421 -1.42721
C 1.69175 -4.92572 -1.19885
C 2.98365 -4.93555 -1.70832
C 3.44742 -3.85534 -2.44642
C 2.62142 -2.76254 -2.68316
C 1.19645 -0.11966 -4.08227
C 1.01276 -0.41094 -5.43283
C 1.80426 0.22285 -6.38213
C 2.77975 1.12664 -5.98326
C 2.96896 1.40521 -4.63553
C 2.17559 0.78728 -3.67832
H -1.74665 -0.23156 -4.88108
H -3.81095 -1.09986 -5.88713
H -4.93120 -3.07645 -4.91741
H -4.00587 -4.15953 -2.89706
H -1.93685 -3.32648 -1.89012
H -0.13649 -3.84867 -1.02045
H 1.32566 -5.76810 -0.62378
H 3.62775 -5.78806 -1.53405
H 4.45429 -3.86328 -2.84446
H 2.99427 -1.93335 -3.27203
H 0.27993 -1.14010 -5.75458
H 1.66030 0.00541 -7.43261
H 3.39771 1.61462 -6.72647
H 3.73213 2.10845 -4.32745
H 2.30205 1.02921 -2.62950
*
```

calculated total energy = -4350.248776 a.u.
HOMO energy (spin up / spin down) = -0.37060 / -0.37061 hartree
E_LUMO (spin up / spin down) = -3.7707 / -3.7703 eV